This record from the Open Molecules 2025 dataset describes a cluster of 3 separate species, C7H20O3 in total in a non-equilibrium geometry. The level of theory is ωB97M-V with the def2-TZVPD basis set.

The geometry in XYZ format:
```
30
Properties=species:S:1:pos:R:3:forces:R:3:lowdin_charge:R:1
C 2.34608 1.39212 -0.28308 -0.242 -0.578 -0.361 -0.07
C 1.65395 2.04593 0.89101 0.524 0.597 -0.209 -0.50
C 2.37791 1.79418 2.19819 -0.516 -0.487 0.521 -0.06
O 1.64873 3.46349 0.65653 -0.288 -0.229 -0.499 -0.05
H 3.27638 1.87194 -0.58369 0.058 0.007 0.251 0.09
H 1.68834 1.34411 -1.15452 0.021 0.332 0.003 0.07
H 2.50790 0.34042 -0.02821 0.337 0.085 0.024 0.08
H 0.64684 1.60584 0.86349 -0.102 0.401 0.518 0.12
H 2.20348 0.75890 2.51548 0.359 0.066 -0.041 0.08
H 1.99271 2.41885 3.00850 -0.177 0.063 -0.123 0.07
H 3.44062 2.02084 2.13122 0.048 -0.169 -0.212 0.08
H 1.06768 3.90164 1.28315 -0.028 -0.102 0.122 0.08
C -2.01630 -1.46946 -2.65741 0.725 -1.279 -0.035 -0.06
C -0.94370 -2.36717 -1.96046 -1.449 2.005 -0.129 -0.48
C 0.38529 -1.62699 -1.88526 0.861 -1.427 -0.054 -0.06
O -1.43474 -2.68588 -0.67149 0.163 -0.744 0.261 -0.06
H -2.93920 -2.04771 -2.67720 -0.172 0.223 0.020 0.07
H -1.69118 -1.31145 -3.68752 -0.157 0.369 -0.001 0.07
H -2.15793 -0.53994 -2.11216 0.031 0.143 -0.077 0.07
H -0.91085 -3.30000 -2.51568 0.332 -0.139 0.046 0.13
H 0.47145 -1.10218 -0.93510 -0.087 0.356 -0.146 0.06
H 0.63289 -1.00292 -2.74184 -0.399 0.273 0.066 0.08
H 1.17831 -2.38502 -1.88075 0.085 0.140 0.241 0.08
H -1.30143 -1.96495 -0.04450 0.012 0.074 -0.041 0.05
C -2.37687 0.15595 1.95689 -0.586 0.148 -0.423 -0.15
O -1.78416 -1.12623 2.03371 0.322 -0.015 0.038 -0.12
H -1.59080 0.89511 1.81706 0.066 -0.025 0.149 0.06
H -3.04956 0.22337 1.09369 0.086 -0.041 -0.060 0.08
H -2.98923 0.41928 2.82146 0.272 -0.068 0.215 0.08
H -2.33265 -1.72204 2.54847 -0.096 0.019 -0.066 0.09
```
Forces are in eV/Å.

As for the spin multiplicity: 1. As for the energy relative to the best compared isomer or geometry (same formula, charge and spin): 62.0 kJ/mol. As for the frontier orbital gap: 10.345 eV. The electronic energy is -13724.9383 eV.

***

This record from the Open Molecules 2025 dataset describes a structure of composition C7H21FHgOP2 in a non-equilibrium geometry. The level of theory is ωB97M-V with the def2-TZVPD basis set.

The geometry in XYZ format:
```
33
Properties=species:S:1:pos:R:3:forces:R:3:lowdin_charge:R:1
Hg 0.30889 -0.22734 -0.01584 -1.355 -0.378 -1.057 0.48
H 0.36360 1.74934 1.13907 0.758 0.815 0.206 -0.01
H -0.19910 1.45445 1.48825 -0.909 0.311 0.725 0.01
P 1.68337 1.30500 -1.38247 -0.387 -0.747 1.077 0.63
P -1.36015 -1.38902 1.41541 0.901 -0.290 0.425 0.66
C -3.09644 -1.62472 0.89397 0.154 0.093 0.157 -0.25
H -3.53715 -2.43684 1.50644 0.175 0.329 -0.430 0.05
H -3.60890 -0.66469 1.07139 0.233 -0.394 -0.143 0.04
H -3.11817 -1.87600 -0.18210 -0.044 0.074 0.520 0.05
C -0.57008 -3.06654 1.19854 -0.667 -0.022 0.507 -0.33
H 0.48613 -3.01111 1.54306 -0.694 -0.101 -0.216 0.03
H -1.14286 -3.79904 1.80857 0.516 0.151 -0.451 0.04
H -0.59329 -3.33390 0.12030 0.033 0.160 0.748 0.01
C -1.36440 -1.10394 3.22255 -0.389 -0.300 -0.050 -0.27
H -1.91154 -0.15621 3.38823 0.307 -0.492 -0.002 0.04
H -1.88000 -1.96214 3.70867 0.349 0.654 -0.018 0.05
H -0.31820 -1.01389 3.57747 -0.644 -0.089 -0.146 0.05
C 2.69726 -0.04392 -2.06896 0.429 0.787 -0.389 -0.32
H 3.47533 0.43960 -2.67732 0.068 -0.567 -0.034 0.04
H 3.13496 -0.61215 -1.22908 -0.159 0.230 -0.481 0.04
H 2.04753 -0.70229 -2.67043 0.347 0.288 0.321 0.02
C 0.96839 2.22570 -2.77494 0.373 0.160 -0.162 -0.26
H 0.38053 3.08366 -2.38839 0.317 -0.557 -0.302 0.06
H 1.83154 2.58366 -3.37765 -0.681 -0.051 0.096 0.05
H 0.32530 1.55220 -3.37799 0.357 0.445 0.403 0.06
C 2.77921 2.41334 -0.45891 0.531 0.297 -0.633 -0.29
H 3.22509 1.85610 0.39056 -0.254 0.408 -0.531 0.05
H 3.56347 2.73686 -1.17690 -0.192 0.185 0.755 0.05
H 2.19067 3.27853 -0.08824 0.458 -0.509 -0.186 0.05
C -1.84331 1.10342 -0.89958 -0.078 0.116 -0.375 -0.19
O -2.74038 1.45440 -1.50879 0.007 0.004 0.262 0.04
H 0.10135 -1.38739 -1.26335 0.198 -0.839 -0.765 -0.09
F -2.27865 1.17489 1.06846 -0.057 -0.170 0.168 -0.60
```
Forces are in eV/Å.

As for the spin multiplicity: 1. As for the frontier orbital gap: 7.046 eV. The electronic energy is -35113.3773 eV.

***

This record from the Open Molecules 2025 dataset describes a structure of composition C7H22BIN7O17S2. The level of theory is ωB97M-V with the def2-TZVPD basis set.

The geometry in XYZ format:
```
57
Properties=species:S:1:pos:R:3:forces:R:3:lowdin_charge:R:1
C 1.57342 -0.66428 -0.38758 0.355 0.501 -0.067 -0.03
B 0.75412 0.64653 -0.27377 -0.349 -0.014 0.141 -0.55
O 1.09991 1.70629 0.50552 0.311 -0.666 0.600 0.13
S -0.81281 0.87288 -1.33818 0.064 0.394 -0.352 0.53
O -0.76721 -0.06079 -2.44412 -0.058 -0.079 0.142 -0.34
O -0.87165 2.28154 -1.69146 -0.086 -0.048 0.056 -0.35
N -2.05666 0.63403 -0.32233 0.087 -0.237 -0.020 -0.40
S -2.31607 -0.77127 0.29886 0.064 -0.038 0.102 0.10
O -1.65278 -0.94883 1.57857 0.024 0.028 -0.069 -0.43
O -2.30667 -1.91223 -0.57337 -0.011 0.061 0.017 -0.38
I -4.68949 -0.47726 0.94587 -0.082 -0.009 0.053 0.44
H 1.04737 -1.49960 0.08269 -0.176 0.083 -0.056 0.08
H 2.53689 -0.53110 0.10434 -0.022 -0.168 0.027 0.06
H 1.73475 -0.93390 -1.42880 -0.059 -0.140 0.009 0.04
H 0.41893 2.01023 1.11565 -0.256 0.471 -0.494 0.12
C -3.47541 4.73336 -1.55418 0.024 -0.121 0.104 0.02
N -3.25329 4.77379 -0.08096 0.062 -0.103 -0.234 -0.45
O -3.12677 3.71451 0.48298 -0.044 0.086 0.309 0.07
O -3.20272 5.87274 0.44915 -0.022 -0.028 0.004 0.03
H -3.47497 3.69300 -1.85625 0.051 0.010 -0.018 0.08
H -4.42224 5.22903 -1.74930 0.025 0.045 -0.008 0.10
H -2.66364 5.27586 -2.02388 -0.008 0.027 0.022 0.08
C -2.37019 -2.35156 4.25361 -0.051 0.070 0.051 0.05
N -1.62541 -3.24495 5.17844 -0.016 -0.085 0.027 -0.45
O -1.32020 -2.81964 6.27806 0.043 0.048 -0.019 0.04
O -1.36328 -4.36503 4.78637 0.046 0.044 -0.012 0.05
H -2.52678 -1.40473 4.75499 -0.001 -0.005 0.001 0.10
H -1.79010 -2.22397 3.34338 -0.007 -0.043 -0.008 0.07
H -3.30897 -2.84810 4.02503 0.015 -0.002 -0.057 0.10
C 1.90972 -3.47468 6.64285 -0.031 -0.089 0.026 0.04
N 3.32279 -3.08407 6.38245 0.017 0.009 0.012 -0.46
O 4.19877 -3.84277 6.75138 -0.015 0.013 -0.010 0.05
O 3.50818 -2.02695 5.81931 0.001 -0.023 0.017 0.07
H 1.91639 -4.43133 7.14984 -0.015 0.002 -0.003 0.09
H 1.46005 -2.69684 7.25147 -0.012 0.032 -0.052 0.10
H 1.39938 -3.53355 5.68661 0.005 0.040 -0.004 0.09
C -3.27789 4.66861 -6.56476 0.029 -0.065 -0.008 0.04
N -3.07050 4.62455 -5.09021 0.018 -0.003 0.031 -0.44
O -2.96139 3.54181 -4.56687 -0.052 0.036 -0.014 0.10
O -3.02814 5.69740 -4.51418 -0.027 0.003 -0.119 0.05
H -3.29329 3.64945 -6.93144 0.003 0.002 0.006 0.09
H -4.21972 5.17928 -6.74068 0.014 0.027 0.001 0.10
H -2.45672 5.23972 -6.98702 -0.016 0.025 0.003 0.10
C 3.69859 1.49365 -2.64832 -0.039 -0.027 0.026 0.06
N 4.74444 1.01940 -1.69620 -0.191 0.030 -0.011 -0.44
O 4.54073 -0.02960 -1.12691 0.301 0.018 -0.019 0.07
O 5.72244 1.72627 -1.54924 0.001 -0.039 -0.030 0.05
H 2.89895 0.76223 -2.66665 0.011 -0.003 -0.007 0.09
H 3.35188 2.45823 -2.28896 0.011 0.009 -0.009 0.11
H 4.17323 1.59861 -3.61921 0.008 0.036 0.010 0.10
C 2.70411 -5.18281 -1.15734 0.059 -0.044 -0.028 0.05
N 2.96399 -4.10649 -2.15483 -0.041 -0.001 0.078 -0.44
O 3.82533 -4.29907 -2.99157 -0.029 0.003 0.013 0.06
O 2.28763 -3.10962 -2.04940 0.109 -0.118 -0.180 0.07
H 3.37327 -6.00879 -1.36528 0.000 0.006 -0.005 0.09
H 2.87922 -4.75397 -0.17521 -0.033 0.010 0.001 0.10
H 1.66057 -5.46521 -1.25893 -0.010 0.028 0.026 0.10
```
Forces are in eV/Å.

The charge is -1. As for the spin multiplicity: 1. As for the frontier orbital gap: 8.137 eV. The electronic energy is -83287.5424 eV.

***

This record from the Open Molecules 2025 dataset describes a structure of composition C7H22ClFFeO8S3 in a non-equilibrium geometry. The level of theory is ωB97M-V with the def2-TZVPD basis set.

The geometry in XYZ format:
```
43
Properties=species:S:1:pos:R:3:forces:R:3:lowdin_charge:R:1
Fe -0.59526 -0.23811 1.27857 -1.613 -2.052 1.932 0.68
F -1.53181 -0.78214 3.03050 0.992 0.640 -1.364 -0.55
Cl -1.77195 -2.83843 -0.87668 1.312 1.733 -1.947 0.67
O -3.16673 -2.88889 -1.20665 -0.023 -0.424 0.289 -0.33
O -1.07703 -2.04185 -1.90820 -0.449 -0.410 0.362 -0.40
O -1.58306 -2.13038 0.37021 -0.230 -0.214 0.667 -0.39
O -1.14280 -4.12460 -0.83376 -0.418 -0.346 0.444 -0.34
C -0.05789 2.40426 2.68832 -0.563 -0.222 -0.076 -0.08
O 0.55108 1.18181 2.24592 0.506 1.277 0.307 -0.18
H -0.65013 2.79857 1.86233 0.283 0.125 -0.095 0.07
H -0.77977 2.18917 3.47846 0.269 -0.028 0.188 0.10
H 0.71812 3.09910 3.00595 -0.188 0.150 0.027 0.09
H 1.41889 1.15018 2.65311 -0.022 -0.602 0.012 0.10
C -3.46479 0.77214 -1.50426 0.292 -0.393 -0.288 -0.22
S -3.46022 1.37237 0.20304 0.906 -0.258 -0.615 0.95
O -2.15124 0.90901 0.78931 -1.718 1.390 -0.377 -0.59
C -3.20257 3.11796 -0.22832 -0.120 0.136 0.816 -0.25
H -2.59817 1.18320 -2.02278 -0.017 0.149 0.075 0.05
H -4.37842 1.02379 -2.04211 -0.085 0.231 0.250 0.06
H -3.35025 -0.31359 -1.53729 -0.084 -0.021 0.417 0.04
H -2.32514 3.34026 -0.83389 -0.038 -0.489 -0.240 0.05
H -3.04623 3.61501 0.73132 -0.154 0.032 0.009 0.05
H -4.11892 3.50752 -0.67016 0.027 -0.038 -0.104 0.06
C 2.05828 -3.77056 0.79061 -0.192 -0.646 0.899 -0.23
S 2.00816 -2.01765 0.36918 -0.033 -0.530 0.555 0.91
O 1.05827 -1.43174 1.38655 1.143 -0.345 -0.232 -0.56
C 3.63667 -1.65707 1.08958 0.380 0.274 0.187 -0.25
H 2.68522 -4.39793 0.15917 0.122 0.409 -0.267 0.06
H 1.07220 -4.23366 0.84596 -0.284 0.559 -0.569 0.06
H 2.41003 -3.83571 1.82346 0.236 0.161 -0.062 0.06
H 3.50993 -1.59602 2.17130 -0.249 -0.131 -0.021 0.06
H 4.02678 -0.69481 0.75579 -0.243 0.026 -0.175 0.04
H 4.39824 -2.40864 0.88408 -0.229 -0.152 -0.262 0.06
C 0.84232 0.52212 -3.02203 0.313 -0.627 0.416 -0.23
S 0.62832 1.46597 -1.49286 0.456 -0.516 0.396 0.91
O 0.06742 0.47426 -0.51351 0.692 0.520 -1.158 -0.60
C 2.39647 1.59523 -1.07633 0.065 -0.142 -0.097 -0.23
H 1.72663 0.82338 -3.58104 -0.226 0.444 -0.102 0.06
H -0.07568 0.52822 -3.60235 0.034 0.180 -0.020 0.06
H 1.02604 -0.50484 -2.69448 -0.218 -0.010 0.120 0.06
H 2.84353 0.60150 -1.02423 -0.206 -0.119 -0.280 0.04
H 2.55452 2.04299 -0.09674 -0.424 0.241 -0.051 0.05
H 2.89090 2.18861 -1.84508 -0.002 0.039 0.034 0.06
```
Forces are in eV/Å.

As for the spin multiplicity: 5. Its expectation value of S² is 6.01. As for the frontier orbital gap (spin up / spin down): 8.413 / 7.010 eV. The electronic energy is -106119.6817 eV.

***

This record from the Open Molecules 2025 dataset describes a cluster of 3 separate species, C7H22FNO2PS2 in total in a non-equilibrium geometry. The level of theory is ωB97M-V with the def2-TZVPD basis set.

The geometry in XYZ format:
```
36
Properties=species:S:1:pos:R:3:forces:R:3:lowdin_charge:R:1
C 2.52023 -1.08971 -1.62051 0.318 0.321 0.695 -0.08
C 1.52957 0.01565 -1.28843 0.177 0.389 0.430 -0.58
C 2.02708 1.40058 -1.67577 -0.394 -0.211 -1.028 -0.10
N 0.41558 -0.22690 -0.76338 -0.402 -1.088 -0.808 -0.10
P -1.22558 0.44773 -1.47435 -0.118 1.065 0.428 0.35
F -1.50258 -1.13177 -2.08489 -0.008 -0.101 -0.026 -0.45
H 2.23837 -2.00714 -1.10942 -0.061 -0.080 -0.146 0.06
H 3.54283 -0.81206 -1.33732 0.053 -0.072 -0.069 0.06
H 2.50585 -1.22001 -2.70556 -0.048 -0.134 -0.001 0.07
H 1.27138 2.16088 -1.50502 0.079 0.054 0.256 0.04
H 2.26225 1.42281 -2.74834 0.129 0.019 0.027 0.07
H 2.95692 1.62843 -1.14949 -0.060 0.068 0.122 0.06
H -0.57175 0.73396 -2.71930 0.265 -0.050 0.096 -0.04
H -2.48532 0.89746 -2.04808 -0.047 -0.104 0.069 -0.09
H -1.86867 0.05808 -0.25468 0.081 -0.150 0.037 -0.06
H -0.99970 1.78919 -0.96694 0.011 0.014 -0.030 -0.08
C -4.18004 -4.38997 0.33562 -0.084 0.005 0.005 -0.29
S -2.51635 -4.60224 -0.31737 0.047 0.019 -0.071 0.79
O -1.86672 -5.65126 0.52550 -0.048 -0.024 0.063 -0.58
C -1.90415 -3.01376 0.21106 0.058 0.022 0.210 -0.29
H -4.73590 -5.30523 0.14017 0.021 -0.012 -0.006 0.04
H -4.12288 -4.21084 1.40952 0.035 -0.002 -0.001 0.05
H -4.65658 -3.55045 -0.17017 0.007 0.003 -0.003 0.05
H -2.01066 -2.93361 1.29439 -0.009 -0.073 0.004 0.06
H -2.44823 -2.22074 -0.29728 0.078 0.000 -0.092 0.02
H -0.85548 -2.93410 -0.06730 -0.026 0.069 -0.084 0.04
C 1.89795 4.69569 2.80955 -0.046 -0.111 0.184 -0.28
S 2.36830 3.56053 1.49414 0.070 -0.032 -0.093 0.78
O 1.67902 4.05151 0.27775 0.015 0.176 -0.041 -0.55
C 1.45819 2.12971 2.07905 -0.070 0.000 0.051 -0.26
H 2.33851 5.66304 2.57800 0.013 -0.014 -0.040 0.04
H 0.81142 4.77786 2.83866 -0.002 -0.012 -0.040 0.05
H 2.28302 4.33245 3.76322 0.000 0.013 0.005 0.05
H 0.39970 2.38027 2.14909 -0.006 0.002 -0.052 0.06
H 1.85276 1.82309 3.04881 0.024 -0.001 -0.010 0.05
H 1.59165 1.33084 1.34904 -0.052 0.030 -0.044 0.03
```
Forces are in eV/Å.

The charge is -1. As for the spin multiplicity: 1. As for the frontier orbital gap: 5.974 eV. The electronic energy is -46875.2970 eV.

***

This record from the Open Molecules 2025 dataset describes a structure of composition C7H22GaNO4PS. The level of theory is ωB97M-V with the def2-TZVPD basis set.

The geometry in XYZ format:
```
37
Properties=species:S:1:pos:R:3:forces:R:3:lowdin_charge:R:1
C -2.07263 2.47287 -2.32437 -0.045 -0.082 -0.128 -0.25
Ga -1.55585 0.58842 -2.86585 0.391 0.223 -0.184 0.34
C 0.06011 -0.17453 -1.88202 -0.080 0.297 0.068 -0.32
C 0.43223 0.52185 -0.56532 0.262 -0.637 0.091 -0.31
C -0.52569 0.14314 0.58234 0.267 0.512 0.302 -0.20
C -1.27897 1.33222 1.20820 -0.319 -0.257 0.048 -0.28
N -2.69065 1.05082 1.55946 0.223 0.134 0.053 -0.01
P -3.39182 -0.93155 -2.61738 -0.047 0.361 -0.343 0.39
O -4.43738 -0.93918 -3.65916 -0.282 -0.041 -0.145 -0.40
O -2.80656 -2.48114 -2.50938 -0.241 -0.052 0.365 -0.25
O -4.07686 -0.77229 -1.10462 0.355 -0.119 -0.018 -0.26
H -1.79319 3.13548 -3.14758 0.058 0.004 0.005 -0.03
H -3.14775 2.60353 -2.18195 -0.004 -0.048 0.137 -0.02
H -1.54544 2.81863 -1.43405 -0.069 0.038 0.054 -0.04
H -1.22512 0.59604 -4.44195 -0.120 -0.142 0.020 -0.08
H -0.05058 -1.24751 -1.68174 -0.014 -0.037 -0.012 0.03
H 0.90612 -0.10033 -2.57365 -0.044 0.020 -0.080 0.03
H 0.48581 1.60864 -0.67774 -0.173 0.029 -0.075 0.09
H 1.43731 0.21328 -0.25916 -0.106 0.130 -0.094 0.06
H -1.24178 -0.61212 0.24700 -0.065 0.059 -0.129 0.08
H 0.07583 -0.30500 1.37817 -0.098 -0.237 -0.039 0.08
H -1.25447 2.17818 0.52333 0.026 0.026 0.013 0.07
H -0.75645 1.63167 2.12094 0.065 0.125 -0.034 0.09
H -3.28863 1.58756 0.94592 -0.089 -0.075 -0.058 0.05
H -2.89768 0.08420 1.34708 -0.057 -0.018 -0.049 0.03
H -2.27064 -2.56833 -1.71540 0.371 -0.034 -0.047 0.03
H -4.01993 -1.61999 -0.65636 -0.286 -0.144 0.136 0.03
C 3.57876 -2.13421 3.09790 0.041 -0.081 0.041 -0.27
S 3.53705 -0.36956 2.75280 -0.046 0.019 0.012 0.81
O 2.85613 -0.20743 1.44704 0.147 -0.031 0.117 -0.53
C 5.30189 -0.20025 2.44466 0.092 -0.031 0.013 -0.28
H 2.55417 -2.45590 3.27145 -0.017 0.031 -0.010 0.05
H 3.99043 -2.66086 2.23709 -0.013 0.033 -0.026 0.06
H 4.17932 -2.31799 3.98927 -0.012 0.002 0.007 0.05
H 5.59194 -0.86501 1.63108 -0.040 0.001 -0.014 0.06
H 5.85517 -0.43673 3.35400 -0.002 0.014 0.004 0.05
H 5.48581 0.83337 2.15995 -0.033 0.011 -0.001 0.05
```
Forces are in eV/Å.

The charge is -1. As for the spin multiplicity: 1. As for the frontier orbital gap: 6.757 eV. The electronic energy is -89798.1868 eV.